No. 1
Here is a single C5H7N molecule from the Open Molecules 2025 dataset. Energies are from wB97M-V/def2-TZVPD.

As for the max |F|: 0.8 eV/Å. For the lowest unoccupied orbital energy, the calculation gives 0.30 eV. The value obtained for the orbital gap is 8.0 eV. The multiplicity is 1. The calculation puts the energy above the lowest of the compared OMol25 structures with the same formula, charge and spin at 508.8 kJ/mol.

Each line ends with the natural charge from an NBO analysis.
Geometry (Å):
N 3.1487 -0.7064 -0.0090  -0.3740
C 0.6303 -0.1206 0.0655  -0.2096
C -1.4151 0.3830 0.2276  -0.3840
C -0.6101 -0.9424 0.3393  -0.4010
C 1.9654 -0.4202 0.0683  0.0177
C -0.1402 1.1478 -0.2283  -0.4009
H -0.8650 -1.6771 -0.4349  0.2076
H -0.6470 -1.4445 1.3127  0.2113
H -0.1624 1.4477 -1.2837  0.2078
H 1.9923 -0.7395 -1.0416  0.4985
H -1.7944 0.7305 1.1915  0.2085
H 0.1330 2.0236 0.3713  0.2114
H -2.2389 0.3724 -0.4908  0.2068

Force components x, y, z for each atom (eV/Å):
N -0.7 0.2 0.0
C 0.2 -0.1 -0.1
C -0.2 0.1 0.0
C 0.0 -0.2 0.0
C 0.5 0.0 0.4
C 0.0 0.2 -0.1
H 0.1 0.1 0.1
H 0.0 0.1 -0.1
H 0.0 -0.1 0.2
H 0.1 -0.1 -0.3
H 0.1 -0.1 -0.1
H 0.0 -0.1 -0.1
H 0.1 0.0 0.1

=====

No. 2
Here is a single C5H7N molecule in a non-equilibrium geometry from the Open Molecules 2025 dataset. Energies are from wB97M-V/def2-TZVPD.

As for the max |F|: 1.4 eV/Å. For the lowest unoccupied orbital energy (spin up / spin down), the calculation gives 0.11 / -0.45 eV. The value obtained for the orbital gap (spin up / spin down) is 8.5 / 8.0 eV. The multiplicity is 1. The calculation puts the energy above the lowest of the compared OMol25 structures with the same formula, charge and spin at 533.6 kJ/mol.

Each line ends with the natural charge from an NBO analysis.
Geometry (Å):
N -2.8425 1.1848 -1.2982  -0.2688
C 1.7767 0.4751 0.1565  -0.6018
C 0.5127 -0.2876 -0.1793  -0.2281
C -0.4080 -0.7810 0.9179  -0.4233
C -1.8963 0.6975 -0.7097  -0.0494
C -0.7937 0.3698 0.0670  -0.0864
H -0.1457 -0.5589 1.9530  0.2240
H 2.0638 1.1297 -0.6732  0.2166
H -2.0834 -0.2644 -1.2711  0.3597
H 2.6067 -0.2103 0.3617  0.2122
H -0.8913 -1.7491 0.7883  0.2183
H 0.5994 -0.9449 -1.0469  0.2132
H 1.6148 1.1031 1.0385  0.2140

Force components x, y, z for each atom (eV/Å):
N -0.4 1.2 0.2
C 0.0 0.0 0.0
C 0.0 0.0 -0.1
C 0.0 -0.1 0.1
C -0.4 -1.1 -0.7
C 0.7 0.3 0.7
H 0.0 0.0 -0.2
H 0.0 -0.1 0.1
H 0.3 -0.7 -0.1
H -0.1 0.1 0.0
H 0.0 0.2 0.0
H -0.1 0.1 0.1
H 0.0 -0.1 -0.1

=====

No. 3
Here is a single C5H7N molecule in a non-equilibrium geometry from the Open Molecules 2025 dataset. Energies are from wB97M-V/def2-TZVPD.

As for the max |F|: 4.6 eV/Å. For the lowest unoccupied orbital energy, the calculation gives 0.88 eV. The value obtained for the orbital gap is 10.3 eV. The multiplicity is 1. The calculation puts the energy above the lowest of the compared OMol25 structures with the same formula, charge and spin at 356.8 kJ/mol.

Each line ends with the natural charge from an NBO analysis.
Geometry (Å):
N 0.3496 -1.3693 -0.7782  -0.3652
C -0.8903 -2.0591 -1.4427  -0.3075
C -0.0358 1.2230 0.9883  -0.1236
C -0.6906 -0.7920 -0.4652  0.2271
C 1.4287 1.2224 0.5314  -0.6447
C -0.9449 0.3470 0.5792  -0.2703
H 2.1419 0.9940 1.2666  0.2247
H -1.4080 -2.9235 -1.0932  0.1959
H -1.9653 0.3036 1.0041  0.2228
H 1.6554 0.5158 -0.2033  0.2354
H -1.1631 -1.7216 -2.4201  0.1858
H 1.6951 2.3678 0.1685  0.2058
H -0.1728 1.8919 1.8647  0.2138

Force components x, y, z for each atom (eV/Å):
N 0.6 -1.7 -1.1
C 0.0 4.1 1.9
C 2.1 -0.5 0.7
C -1.0 0.2 0.8
C -1.2 4.1 -0.9
C -1.4 -1.6 -1.1
H 0.6 0.0 1.7
H 0.4 -0.6 0.6
H 0.7 0.3 -0.3
H -0.1 -0.8 -1.6
H 0.3 -0.1 -0.6
H -0.5 -2.9 0.7
H -0.6 -0.4 -0.9

=====

No. 4
Here is a molecular structure, C5H7N in a non-equilibrium geometry from the Open Molecules 2025 dataset. Energies are from wB97M-V/def2-TZVPD.

As for the max |F|: 2.7 eV/Å. For the lowest unoccupied orbital energy (spin up / spin down), the calculation gives 0.33 / 0.33 eV. The value obtained for the orbital gap (spin up / spin down) is 8.4 / 8.4 eV. The multiplicity is 1. The calculation puts the energy above the lowest of the compared OMol25 structures with the same formula, charge and spin at 479.0 kJ/mol.

Each line ends with the natural charge from an NBO analysis.
Geometry (Å):
N 0.8809 -1.7942 -0.3946  -0.4206
C -0.4322 0.1651 -0.5015  -0.0477
C 1.1041 -0.1826 0.8375  -0.2827
C -1.4140 1.1833 -0.1813  -0.6872
C -0.1460 -0.9742 0.3154  -0.1385
C 1.8548 -1.0441 0.0283  0.0097
H 1.5402 0.6684 1.2629  0.2218
H -1.0559 -1.3982 0.7514  0.2294
H -0.2448 0.1132 -1.5834  0.2212
H -2.4748 0.9760 -0.3326  0.2355
H -1.1468 1.9364 -0.9055  0.2271
H 2.9293 -1.2755 -0.1782  0.2047
H -1.3948 1.6264 0.8815  0.2272

Force components x, y, z for each atom (eV/Å):
N -0.5 -1.5 -0.7
C 1.3 -0.6 0.1
C -1.4 1.0 -1.2
C -0.6 2.0 1.7
C 0.9 0.1 -0.2
C 0.3 -2.4 -0.7
H -0.7 1.5 1.2
H 0.8 -0.3 0.8
H 0.9 -0.1 0.6
H 0.0 -0.6 -0.3
H -0.4 1.0 0.2
H -1.0 0.7 0.1
H 0.4 -0.8 -1.5